Record 1
{
  "formula": "C14H15Cl2IN2O2Ti",
  "method": "the ωB97M-V functional and the def2-TZVPD basis",
  "charge": 2,
  "homo_energy_ev": [-16.3989, -16.3993],
  "homo_lumo_gap_ev": [6.900, 6.901],
  "symbols": ["C", "C", "H", "H", "H", "H", "H", "H", "C", "C", "C", "C", "H", "H", "H", "H", "N", "C", "C", "N", "C", "C", "C", "H", "H", "C", "H", "H", "Ti", "I", "Cl", "C", "Cl", "C", "O", "O", "H"],
  "coordinates": [[-1.7545, -3.1064, -1.3103], [-2.2766, -2.0972, -2.3310], [-0.7465, -3.4882, -1.5504], [-2.4108, -3.9864, -1.3077], [-1.7850, -2.7277, -0.2778], [-1.6529, -1.1835, -2.4832], [-2.3524, -2.6029, -3.3026], [-3.2934, -1.7912, -2.0493], [1.9398, -1.5302, 1.1367], [2.9730, -1.2310, 2.0083], [3.5840, 0.0254, 1.9469], [3.0895, 0.9965, 1.0814], [1.4639, -2.4995, 1.0796], [3.2545, -1.9754, 2.7516], [4.4098, 0.2682, 2.6136], [3.4356, 2.0306, 1.1105], [1.4712, -0.5975, 0.2908], [1.9989, 0.6606, 0.2631], [1.1654, 1.6082, -0.4627], [0.0245, 1.0825, -1.0181], [-0.9518, 1.8973, -1.4866], [0.3335, 3.8389, -0.8412], [-0.8602, 3.2743, -1.3072], [-1.7816, 1.4094, -2.0054], [-1.7144, 3.8966, -1.5899], [1.3660, 2.9877, -0.4545], [2.3499, 3.3326, -0.1573], [0.4805, 4.9263, -0.8255], [-0.1657, -0.9704, -0.8706], [1.2506, -2.1377, -2.7670], [-0.1453, 0.8098, 2.7244], [-1.8596, 0.4674, 2.3479], [-2.5466, 1.6587, 1.2135], [-1.9601, -0.9081, 1.7267], [-2.6487, -1.7712, 2.2296], [-1.2690, -1.0316, 0.5937], [-2.4155, 0.4651, 3.2797]],
  "atomic_forces_ev_per_a": [[0.280, -0.290, 0.376], [-0.754, -0.572, 0.219], [-0.523, -0.029, 0.085], [0.143, 0.186, -0.013], [-0.197, -0.605, -0.457], [-0.139, 0.110, -0.238], [0.307, 0.547, 0.040], [0.374, 0.202, -0.072], [0.260, 0.559, -0.176], [0.013, -0.151, 0.086], [-0.129, -0.120, 0.099], [-0.904, -0.129, -0.499], [0.040, -0.129, 0.225], [0.150, 0.189, -0.284], [-0.194, -0.087, -0.114], [0.128, -0.466, -0.052], [0.516, 0.413, -0.146], [0.372, -0.736, 0.908], [-1.041, 0.959, -0.429], [0.357, -0.032, -0.141], [0.608, 0.101, 0.282], [-0.081, -0.183, -0.312], [-0.168, 0.084, -0.419], [0.111, 0.321, 0.331], [0.426, -0.196, -0.005], [0.151, -0.731, -0.138], [-0.298, 0.314, 0.122], [-0.190, -0.522, 0.104], [-0.179, -0.432, 0.314], [-0.259, 0.797, 0.845], [-0.364, 0.098, 0.039], [0.241, 0.234, -0.017], [0.039, -0.214, 0.478], [-1.998, -1.160, 1.900], [1.541, 1.281, -1.321], [1.404, 0.214, -1.556], [-0.044, 0.176, -0.065]],
  "mulliken_charge": [-0.666, -0.447, 0.195, 0.474, 0.118, 0.085, 0.354, 0.331, -0.057, -0.889, -0.441, -0.682, 0.509, 0.467, 0.458, 0.325, 0.358, 0.447, 0.915, 0.487, -0.306, -0.507, -0.607, 0.407, 0.495, -0.790, 0.467, 0.461, 0.119, 0.054, -0.069, 0.109, -0.067, 0.203, -0.447, -0.292, 0.429]
}

Record 2
{
  "formula": "C34H50N6O6PSSiV",
  "method": "the ωB97M-V functional and the def2-TZVPD basis",
  "charge": 3,
  "spin_multiplicity": 2,
  "homo_energy_ev": [-15.6105, -15.6111],
  "homo_lumo_gap_ev": [5.963, 6.611],
  "s2": 0.786,
  "symbols": ["V", "C", "C", "C", "C", "C", "C", "N", "N", "Si", "C", "C", "C", "H", "H", "H", "H", "H", "H", "H", "H", "H", "H", "H", "H", "H", "H", "H", "C", "O", "C", "C", "C", "C", "C", "C", "N", "C", "C", "C", "C", "C", "C", "C", "O", "H", "H", "H", "H", "H", "H", "H", "H", "H", "H", "H", "H", "H", "C", "P", "C", "C", "H", "H", "H", "H", "H", "H", "H", "H", "H", "C", "C", "S", "O", "O", "C", "C", "N", "C", "N", "C", "C", "N", "O", "O", "C", "H", "H", "H", "H", "H", "H", "H", "H", "H", "H", "H", "H", "H"],
  "coordinates": [[-0.0403, -0.8553, 0.0628], [0.9643, 1.0633, 3.0636], [0.8489, -0.4263, 3.0819], [1.0849, -1.2029, 4.1939], [0.9907, -2.5969, 4.1019], [0.6538, -3.2263, 2.9207], [0.4161, -2.4042, 1.8242], [0.5394, -1.0518, 1.9286], [0.0388, -2.6827, 0.5319], [-0.0945, -4.2275, -0.3851], [-1.2566, -5.3411, 0.5358], [1.6200, -4.8952, -0.5058], [-0.7595, -3.6648, -2.0383], [2.0052, 1.3674, 3.1829], [0.4029, 1.5038, 3.8874], [0.6014, 1.4819, 2.1222], [1.3499, -0.7316, 5.1294], [1.1842, -3.1954, 4.9819], [0.5679, -4.2993, 2.8462], [-1.5436, -4.9419, 1.5096], [-0.8056, -6.3190, 0.7056], [-2.1713, -5.5049, -0.0350], [1.6222, -5.8786, -0.9787], [2.0762, -5.0123, 0.4789], [2.2516, -4.2388, -1.1082], [-1.1613, -2.6420, -2.0054], [-1.5838, -4.2930, -2.3761], [0.0035, -3.6952, -2.8166], [-5.0668, 6.1010, 3.1279], [-4.7273, 4.8053, 2.5961], [-5.5025, 4.3012, 1.6084], [-6.6383, 4.9092, 1.0861], [-7.3303, 4.2794, 0.0652], [-6.9102, 3.0574, -0.4568], [-5.7896, 2.4389, 0.0580], [-5.1009, 3.0559, 1.0955], [-3.8948, 2.5667, 1.6815], [-3.2826, 1.4291, 1.6825], [-3.8120, 0.1397, 1.2556], [-5.1203, -0.2315, 1.5890], [-5.5795, -1.5101, 1.3257], [-4.7385, -2.4388, 0.7191], [-3.4323, -2.0977, 0.3936], [-2.9898, -0.8264, 0.6814], [-1.6879, -0.4984, 0.3802], [-6.0441, 6.0554, 3.6055], [-5.0533, 6.8444, 2.3326], [-4.3037, 6.3256, 3.8653], [-6.9808, 5.8572, 1.4698], [-8.2139, 4.7551, -0.3365], [-7.4594, 2.5921, -1.2604], [-5.4577, 1.4990, -0.3561], [-3.4402, 3.3275, 2.1937], [-2.2903, 1.4620, 2.1240], [-5.7690, 0.4858, 2.0719], [-6.5897, -1.7821, 1.5929], [-5.0975, -3.4344, 0.5016], [-2.7644, -2.8101, -0.0731], [-1.0319, 2.4447, -0.9456], [-0.0509, 1.0877, -1.6544], [1.4853, 1.8737, -2.1859], [-0.9368, 0.6559, -3.1783], [-1.0462, 3.2744, -1.6549], [-0.5963, 2.7960, -0.0104], [-2.0593, 2.1170, -0.7708], [1.2335, 2.7158, -2.8352], [2.1265, 1.1858, -2.7372], [2.0493, 2.2327, -1.3272], [-1.1606, 1.5761, -3.7229], [-1.8693, 0.1328, -2.9638], [-0.3173, 0.0258, -3.8178], [7.4457, 2.2316, -2.8696], [6.5525, 2.3524, -1.6455], [5.3284, 1.0894, -1.5123], [4.4168, 1.4334, -0.4384], [4.7814, 0.7869, -2.8148], [6.2224, -0.3402, -0.9567], [5.4963, -1.6541, -1.2434], [4.0243, -1.5399, -1.3023], [3.2136, -1.2213, -0.2706], [1.9467, -1.1113, -0.6872], [1.9611, -1.3635, -2.0438], [3.2286, -1.6125, -2.4191], [3.6514, -1.8884, -3.7774], [2.8039, -1.6900, -4.6140], [4.7710, -2.2877, -3.9625], [3.7166, -1.0201, 1.1098], [8.0674, 3.1222, -2.9323], [6.8591, 2.1534, -3.7816], [8.1126, 1.3730, -2.8065], [5.9566, 3.2683, -1.6445], [7.1093, 2.3208, -0.7075], [6.4099, -0.1839, 0.1045], [7.1797, -0.3604, -1.4756], [5.7481, -2.3781, -0.4702], [5.7963, -2.0696, -2.2008], [1.0887, -1.3713, -2.6747], [4.5916, -1.6394, 1.2943], [2.9616, -1.2927, 1.8398], [3.9951, 0.0271, 1.2471]],
  "atomic_forces_ev_per_a": [[0.908, -0.914, 0.224], [-0.029, 0.078, 0.005], [-0.003, -0.033, -0.106], [0.000, -0.032, 0.031], [0.020, 0.052, 0.079], [-0.033, 0.035, -0.095], [0.039, -0.069, -0.231], [0.036, -0.091, 0.099], [-0.060, 0.504, 0.100], [-0.016, 0.068, 0.067], [-0.102, -0.045, 0.077], [0.171, -0.031, -0.008], [-0.063, 0.185, -0.050], [0.012, 0.007, 0.004], [0.025, 0.001, 0.019], [0.008, -0.050, 0.014], [0.001, 0.000, 0.022], [0.013, -0.011, 0.033], [-0.005, -0.054, -0.011], [-0.021, 0.019, 0.032], [0.013, -0.046, -0.009], [-0.045, -0.026, 0.006], [-0.013, -0.029, -0.036], [0.034, -0.011, 0.027], [0.052, 0.010, 0.007], [0.002, -0.011, -0.021], [-0.010, -0.064, -0.003], [0.037, 0.004, -0.020], [0.013, -0.060, -0.008], [-0.071, -0.157, -0.210], [-0.026, 0.100, 0.165], [0.070, -0.100, -0.027], [0.001, 0.021, 0.006], [0.045, 0.001, 0.051], [-0.080, 0.069, -0.091], [0.202, -0.102, 0.266], [0.014, 0.103, -0.110], [-0.154, -0.022, -0.006], [-0.300, 0.197, 0.240], [-0.039, -0.056, -0.077], [0.097, 0.058, -0.020], [0.034, 0.062, 0.003], [-0.288, -0.230, 0.019], [0.834, 0.176, -0.211], [-1.128, 0.370, 0.068], [-0.002, 0.050, 0.008], [-0.009, 0.040, 0.028], [-0.019, 0.001, -0.015], [-0.018, 0.028, -0.001], [-0.027, 0.003, -0.010], [-0.029, -0.009, -0.049], [0.032, -0.023, 0.009], [0.012, -0.048, -0.028], [-0.032, -0.053, -0.048], [-0.045, 0.009, 0.028], [-0.031, -0.024, 0.016], [-0.040, -0.038, 0.000], [-0.028, 0.038, 0.014], [-0.112, 0.017, -0.078], [0.036, 0.025, 0.013], [0.001, 0.039, -0.086], [0.000, 0.045, -0.060], [-0.023, 0.018, 0.038], [0.032, -0.003, 0.013], [0.083, -0.006, -0.025], [0.034, -0.015, 0.018], [-0.038, -0.008, 0.003], [0.034, 0.010, 0.078], [-0.012, -0.057, -0.033], [-0.002, 0.031, 0.021], [-0.002, 0.010, -0.001], [-0.013, -0.015, 0.006], [0.045, 0.128, 0.015], [0.139, 0.089, -0.193], [-0.188, 0.177, -0.130], [-0.153, 0.041, 0.033], [0.211, -0.138, 0.069], [-0.051, -0.179, -0.048], [-0.087, 0.024, 0.214], [-0.058, -0.115, 0.100], [0.159, 0.136, -0.285], [0.007, -0.036, 0.066], [0.012, -0.105, -0.100], [-0.206, 0.205, 0.217], [-0.198, 0.004, -0.205], [0.351, -0.199, -0.165], [-0.043, -0.003, 0.108], [0.025, 0.007, -0.014], [-0.020, 0.016, -0.005], [0.006, -0.034, 0.000], [0.025, 0.022, -0.033], [-0.007, 0.058, 0.049], [0.005, -0.003, 0.018], [0.050, 0.024, -0.014], [-0.046, -0.040, -0.019], [0.012, 0.115, 0.165], [-0.007, 0.009, 0.005], [0.047, -0.019, 0.000], [0.017, -0.038, -0.011], [-0.025, -0.088, -0.007]],
  "mulliken_charge": [-0.428, -1.392, 0.469, -0.736, -0.711, -0.854, 0.383, 0.645, 0.816, 0.609, -1.418, -0.988, -1.120, 0.350, 0.481, 0.057, 0.609, 0.504, 0.603, 0.365, 0.430, 0.414, 0.455, 0.341, 0.110, 0.083, 0.643, 0.336, -0.924, -0.472, 0.977, -0.384, -0.821, -0.965, -0.065, -0.136, 0.321, -1.093, 0.367, -0.501, -0.975, -0.959, -0.440, 0.621, -0.156, 0.388, 0.415, 0.257, 0.481, 0.419, 0.433, 0.532, 0.390, 0.734, 0.638, 0.476, 0.519, 0.237, -1.037, 1.048, -1.244, -1.419, 0.601, 0.349, 0.182, 0.681, 0.317, 0.371, 0.510, 0.345, 0.393, -1.104, -0.635, 1.289, -0.719, -0.671, -0.835, -1.126, 0.486, 0.755, 0.960, -1.388, -0.568, 1.330, -0.641, -0.666, -1.610, 0.394, 0.327, 0.317, 0.401, 0.413, 0.485, 0.594, 0.456, 0.570, 0.847, 0.482, 0.211, 0.176]
}

Quick rundown of strongest force on any atom, same order as above: 0.0582, 0.0254 hartree/bohr
Quick rundown of energy above the lowest of the compared OMol25 structures with the same formula, charge and spin, same order as above: 12.67, 0.00 kcal/mol